Entry 1:
Molecular formula: C11H21BrCl6N3
Method: DFT, ωB97M-V with the def2-TZVPD basis set

XYZ file:
```
42
C11H21BrCl6N3 (ωB97M-V with the def2-TZVPD basis set)
Br -2.8900 1.5061 0.4775
C -1.5513 0.4857 -0.6132
C -0.7130 -0.5690 0.2542
C 0.5072 0.0653 1.0926
C 1.3833 1.0727 0.2263
N 1.2435 2.4884 0.3921
N 2.0642 3.1722 -0.4735
C 2.7615 2.1671 -1.2357
N 2.3495 0.8389 -0.8057
H -2.1549 -0.1110 -1.3915
H -0.9239 1.2327 -1.2080
H -0.3220 -1.4074 -0.4151
H -1.4490 -0.9991 1.0371
H 1.2026 -0.8162 1.3721
H 0.1663 0.5069 2.1058
H 0.5837 2.9147 1.0828
H 3.5119 2.3652 -2.0799
H 2.6032 -0.1063 -1.1230
Cl -5.5009 -1.6328 0.2020
C -5.4652 -1.0068 -1.4651
C -4.8807 -2.0094 -2.4395
Cl -3.1341 -2.2452 -2.1728
H -4.8997 -0.0726 -1.4659
H -6.4978 -0.7793 -1.7380
H -4.9991 -1.6469 -3.4627
H -5.3731 -2.9805 -2.3646
Cl 0.5289 3.4331 3.4087
C 2.2519 3.8967 3.3830
C 2.9480 3.5793 4.6916
Cl 2.3826 4.6191 6.0205
H 2.3130 4.9596 3.1425
H 2.7187 3.3364 2.5695
H 4.0217 3.7503 4.5903
H 2.7952 2.5392 4.9862
Cl -0.5152 -3.6614 -2.0699
C 1.1014 -4.0710 -2.6950
C 2.1159 -4.2453 -1.5825
Cl 2.4957 -2.7017 -0.7693
H 1.4027 -3.2889 -3.3944
H 0.9981 -5.0041 -3.2525
H 3.0539 -4.6255 -1.9919
H 1.7654 -4.9488 -0.8253
```

## Properties
HOMO-LUMO gap = 9.26 eV
2S+1 = 1
HOMO energy = -12.67 eV
Net charge = +1



Entry 2:
Molecular formula: C11H21BrFN2O4P
Method: DFT, ωB97M-V with the def2-TZVPD basis set

XYZ file:
```
41
C11H21BrFN2O4P (ωB97M-V with the def2-TZVPD basis set)
C 6.5256 0.1974 0.7613
C 5.2603 -0.6296 0.2176
O 4.1035 0.2412 0.0187
C 3.0048 -0.6788 -0.2781
C 1.6757 0.0685 -0.7376
O 0.7756 0.4224 0.3398
C -0.5627 -0.0553 0.1182
Br -0.4190 -1.9830 0.5885
C -1.3946 0.8538 1.1770
P -0.8817 0.7972 3.0009
N -1.8676 -0.5313 3.6887
O -1.4558 2.1895 3.8518
C -1.2594 2.2446 0.3611
O -0.7979 3.3372 0.7054
N -1.8038 1.8209 -0.9662
C -1.3454 0.3900 -1.2039
C -2.4121 -0.6025 -1.8731
C -3.9302 -0.1232 -1.7650
C -4.8602 -1.4239 -2.0224
F -4.3079 0.3883 -0.4770
H 6.1571 1.2124 1.1281
H 7.3050 0.3971 -0.0423
H 6.9890 -0.3266 1.6643
H 4.9523 -1.4175 0.9884
H 5.5773 -1.1772 -0.7290
H 2.7972 -1.3987 0.5782
H 3.3687 -1.2795 -1.1953
H 1.1878 -0.5650 -1.5565
H 2.0081 1.0573 -1.2259
H -2.5094 0.6117 1.2182
H -1.2160 -1.3068 3.8601
H -2.5328 -0.7901 2.9433
H -2.4412 2.1124 3.7727
H -1.1606 2.3652 -1.5767
H -0.6180 0.5610 -2.0824
H -2.3657 -1.6738 -1.4942
H -2.1752 -0.6611 -2.9985
H -4.2228 0.6674 -2.5438
H -4.6736 -1.8515 -3.0753
H -4.5109 -2.2444 -1.3007
H -5.9635 -1.2158 -1.8384
```

## Properties
Energy relative to the best compared isomer or geometry (same formula, charge and spin) = 90.1 kcal per mole
HOMO-LUMO gap = 8.73 eV
2S+1 = 1
HOMO energy = -8.45 eV



Entry 3:
Molecular formula: C11H21F9O2P2V
Method: DFT, ωB97M-V with the def2-TZVPD basis set

XYZ file:
```
46
C11H21F9O2P2V (ωB97M-V with the def2-TZVPD basis set)
V -0.0793 0.0243 -0.3839
H -1.8139 -0.4408 -1.5675
H -1.9601 0.3150 -1.4383
P -0.1424 -2.1256 -1.3746
P -0.1145 2.1414 -1.4985
C 1.3823 2.9882 -0.9054
H 1.2977 4.0711 -1.0582
H 1.5450 2.7930 0.1640
H 2.2609 2.6216 -1.4525
C -0.3765 2.7337 -3.1797
H -1.3692 2.4164 -3.5257
H -0.3039 3.8282 -3.2368
H 0.3872 2.2801 -3.8292
C -1.4406 2.8736 -0.4817
H -1.2965 2.6980 0.5956
H -1.4579 3.9580 -0.6453
H -2.4106 2.4569 -0.7770
C -0.1891 -2.6457 -3.1058
H -0.1673 -3.7446 -3.1727
H -1.1014 -2.2673 -3.5811
H 0.6766 -2.2258 -3.6326
C 1.2899 -3.0411 -0.7011
H 1.4129 -2.8193 0.3712
H 1.1380 -4.1197 -0.8376
H 2.2043 -2.7234 -1.2153
C -1.5430 -2.9871 -0.5841
H -2.4831 -2.5659 -0.9624
H -1.4875 -4.0595 -0.8186
H -1.5184 -2.8524 0.5104
C 1.8720 -0.0333 -0.3425
O 3.0119 -0.0526 -0.1157
H 0.0321 0.4643 -1.9086
F 1.6875 -1.9343 2.9644
C 1.3739 -0.7923 3.6320
F 0.8907 -1.1345 4.8567
F 2.5193 -0.0885 3.7968
C 0.3370 0.0250 2.7730
O 0.8474 0.0886 1.5150
C -1.0449 -0.6819 2.8365
F -1.6897 -0.5079 4.0244
F -1.8616 -0.1909 1.8395
F -0.9274 -2.0238 2.6121
C 0.1923 1.4739 3.3494
F 0.0440 1.5141 4.6973
F 1.2747 2.2138 3.0044
F -0.8985 2.0792 2.7898
```

## Properties
Energy relative to the best compared isomer or geometry (same formula, charge and spin) = 0.0 kcal per mole
HOMO-LUMO gap (alpha / beta) = 8.19 / 7.82 eV
2S+1 = 2
HOMO energy (alpha / beta) = -17.48 / -17.06 eV
Net charge = +2
<S²> = 0.80



Entry 4:
Molecular formula: C11H21HgN3O5S
Method: DFT, ωB97M-V with the def2-TZVPD basis set

XYZ file:
```
42
C11H21HgN3O5S (ωB97M-V with the def2-TZVPD basis set)
Hg -0.2771 2.1550 0.7441
O -2.8181 0.6382 1.5582
C -3.6483 0.7358 0.4192
C -3.2181 1.7721 -0.6043
N -1.9494 1.5358 -1.2880
C -1.6771 0.1815 -1.7424
C -0.8131 -0.7321 -0.8511
O -0.3847 -1.7450 -1.4054
O -0.6259 -0.4046 0.3709
C -1.7083 2.5684 -2.2848
C -1.3358 3.9700 -1.7342
O -1.9582 4.9228 -2.2083
O -0.3819 4.0031 -0.8994
H -1.9991 0.1876 1.2556
H -4.6384 1.0343 0.7710
H -3.7551 -0.2464 -0.0574
H -3.1446 2.7457 -0.1114
H -4.0317 1.8414 -1.3496
H -1.1544 0.2136 -2.6963
H -2.6047 -0.3810 -1.9138
H -2.5946 2.7324 -2.9131
H -0.8715 2.2734 -2.9194
C 1.2185 -3.0392 1.0336
N 1.4894 -1.8416 1.8157
C 0.6432 -1.7093 2.9844
C 2.2233 -0.8260 1.3619
S 2.3979 0.6364 2.1724
N 2.9348 -1.1025 0.1805
C 4.1720 -1.8321 0.3931
C 3.0668 0.0059 -0.7481
H 0.1395 -3.1748 0.9675
H 1.6681 -3.9116 1.5189
H 1.6002 -2.9229 0.0278
H 0.6668 -2.6436 3.5495
H -0.3791 -1.5059 2.6591
H 0.9898 -0.8911 3.6056
H 4.0239 -2.6049 1.1466
H 4.9797 -1.1679 0.7321
H 4.4775 -2.3101 -0.5398
H 2.0827 0.4237 -0.9510
H 3.4764 -0.3857 -1.6808
H 3.7185 0.8011 -0.3691
```

## Properties
Energy relative to the best compared isomer or geometry (same formula, charge and spin) = 0.0 kcal per mole
HOMO-LUMO gap (alpha / beta) = 7.11 / 7.06 eV
2S+1 = 2
HOMO energy (alpha / beta) = -4.25 / -5.51 eV
Net charge = -1
<S²> = 0.75



Entry 5:
Molecular formula: C11H21N3O2
Method: DFT, ωB97M-V with the def2-TZVPD basis set

XYZ file:
```
37
C11H21N3O2 (ωB97M-V with the def2-TZVPD basis set)
O 4.3416 -1.4252 1.6075
C 4.2614 -0.6841 0.5810
N 3.3625 -0.7789 -0.4200
H 3.1741 -0.1816 -1.1204
C 2.2799 -2.1334 -0.5296
C 0.8018 -1.5915 0.1041
H 0.1446 -2.5180 0.3466
H 0.9097 -0.9770 0.8940
C 0.1536 -0.5393 -1.0739
N -1.0677 -0.1084 -0.6494
C -1.1885 1.0367 0.5184
C -2.3001 2.0162 0.1987
C -3.5548 1.3887 0.7465
C -3.9774 0.1986 0.7034
C -3.5597 -0.5232 -0.7855
H -3.6841 0.1944 -1.3347
H -4.1875 -1.4938 -0.8506
C -2.1697 -1.1363 -0.5226
H -1.8791 -1.6131 -1.5441
H -2.0833 -1.6738 0.4130
H -5.1342 0.0570 0.6457
H -3.7205 -0.4024 1.6381
H -3.6070 1.9071 1.9851
H -4.3724 2.2738 0.5526
H -2.2649 2.2777 -1.0133
H -1.7789 2.8684 0.7642
H -0.1419 1.1380 0.5550
H -1.2591 0.4696 1.4184
H 0.0425 -1.1273 -1.8236
H 0.8851 0.2675 -1.0616
H 2.6491 -2.5808 0.2842
H 2.1810 -2.4317 -1.4999
C 4.9439 0.6084 0.4336
N 4.6204 1.2559 -0.5339
O 5.3272 2.4445 -0.6514
H 6.1098 2.7915 0.0546
H 5.7426 0.7259 0.9700
```

## Properties
Energy relative to the best compared isomer or geometry (same formula, charge and spin) = 282.8 kcal per mole
HOMO-LUMO gap = 8.23 eV
2S+1 = 1
HOMO energy = -7.63 eV



Entry 6:
Molecular formula: C11H21N3O3
Method: DFT, ωB97M-V with the def2-TZVPD basis set

XYZ file:
```
38
C11H21N3O3 (ωB97M-V with the def2-TZVPD basis set)
N 5.8852 -1.0630 0.2876
C 5.3723 0.2158 0.7336
C 3.7608 0.3257 0.5855
C 3.0634 -0.5725 -0.6159
C 1.5294 -0.8189 -0.2745
C 0.6962 0.2404 0.3719
N -0.6058 -0.4328 0.7506
C -1.5208 -1.1177 -0.0993
O -1.3488 -2.0635 -0.9558
C -2.9348 -0.7589 0.4722
C -4.1511 -0.9762 -0.4959
C -5.1649 0.1479 -0.2975
C -4.6742 0.8430 1.0297
N -3.1250 0.6142 0.9593
C 0.5619 1.4740 -0.5845
O -0.4872 1.9190 -0.9358
O 1.7187 1.8774 -1.0735
H 5.7994 -1.1838 -0.7387
H 6.9684 -1.3263 0.6557
H 5.8906 1.2153 0.1690
H 5.6036 0.4337 1.9555
H 3.3616 1.3602 0.3760
H 3.5167 -0.0220 1.7473
H 3.3375 -1.7202 -0.6188
H 3.1337 -0.0042 -1.6189
H 1.2875 -1.6098 0.3967
H 1.0243 -1.0821 -1.2970
H 0.9314 0.6456 1.5126
H -1.1693 0.0987 1.3311
H -3.3120 -1.3490 1.3357
H -3.9232 -0.9169 -1.6446
H -4.5671 -2.0518 -0.3512
H -5.0396 0.6712 -1.1766
H -6.2222 -0.2368 -0.3744
H -4.8194 1.9752 1.2099
H -5.0673 0.7224 2.0664
H -2.5939 1.1067 0.2998
H 2.4882 1.5675 -0.4490
```

## Properties
Energy relative to the best compared isomer or geometry (same formula, charge and spin) = 163.3 kcal per mole
HOMO-LUMO gap = 9.71 eV
2S+1 = 1
HOMO energy = -9.13 eV